No. 1
12 unconnected molecules or ions with the total composition C12H48N10O12 in a non-equilibrium geometry, computed with ωB97M-V/def2-TZVPD.

Atoms and positions in Å:
O (-0.293, 1.975, 4.148)
O (2.752, 2.662, 1.130)
O (-0.759, 4.741, -2.326)
O (1.795, -1.662, 3.690)
O (0.952, 0.224, -1.009)
O (1.465, -1.742, -3.117)
O (-2.003, -2.431, 2.419)
O (3.216, 1.366, -5.316)
O (-1.944, -1.985, -1.588)
O (-2.362, 0.663, 2.343)
O (1.660, -5.014, -2.187)
O (-2.782, 1.732, -0.671)
N (-0.057, -5.547, -0.657)
N (0.989, 1.732, -4.583)
N (1.225, 3.386, -1.746)
N (0.382, -3.383, -1.040)
N (-0.033, 3.888, -0.152)
N (-0.233, -3.928, 2.730)
N (0.089, -2.273, 1.321)
N (2.397, 0.941, -3.168)
N (0.386, 1.458, 0.848)
N (-1.056, -0.095, 0.134)
C (0.102, 3.972, -1.435)
C (0.037, 0.546, -0.005)
C (-2.957, 1.932, 2.495)
C (3.590, 1.988, 0.264)
C (-2.731, -2.800, -0.733)
C (0.700, -4.641, -1.224)
C (0.323, 3.058, 3.593)
C (-0.740, -2.850, 2.173)
C (-3.829, 0.826, -0.913)
C (1.682, -0.333, 3.320)
C (0.188, -1.658, -3.676)
C (2.200, 1.290, -4.389)
H (4.262, 2.730, -0.211)
H (-0.898, -4.500, 3.265)
H (0.196, -1.448, -4.783)
H (-0.317, -1.419, 0.845)
H (-3.257, 2.253, 3.499)
H (-2.235, 0.245, 3.174)
H (0.068, 1.451, -4.104)
H (-0.804, -5.273, -0.106)
H (1.930, 2.977, -1.074)
H (2.070, 0.367, 4.037)
H (0.648, -4.411, 2.495)
H (1.332, -2.242, 3.130)
H (1.609, 0.944, -2.480)
H (-2.402, 2.744, 2.098)
H (0.986, 2.008, -5.612)
H (0.959, -2.767, -1.655)
H (-0.227, 3.373, 2.670)
H (-3.545, -3.256, -1.225)
H (-0.812, 4.501, 0.130)
H (4.272, 1.248, 0.722)
H (-1.394, -0.759, -0.610)
H (0.265, -6.549, -0.579)
H (-3.469, 0.114, -1.725)
H (1.903, -0.896, -2.966)
H (-0.245, -0.877, -3.026)
H (1.348, 1.785, 0.927)
H (0.142, 2.945, 0.315)
H (3.069, 1.381, -0.432)
H (-3.827, 1.900, 1.805)
H (-1.362, -2.626, -1.902)
H (-0.406, -2.531, -3.537)
H (0.601, -0.050, 3.244)
H (0.016, -3.051, -0.120)
H (-3.080, -2.259, 0.135)
H (-4.171, 0.259, -0.017)
H (-2.109, -3.566, -0.312)
H (1.072, -2.373, 1.203)
H (3.381, 0.726, -2.995)
H (1.343, 2.793, 3.197)
H (0.043, 1.835, 5.020)
H (1.328, 3.199, -2.728)
H (-2.026, 1.284, -0.274)
H (-4.723, 1.325, -1.296)
H (-1.585, 0.009, 0.982)
H (-0.133, 1.459, 1.706)
H (0.425, 3.827, 4.376)
H (3.233, 3.266, 1.714)
H (2.179, -0.123, 2.369)

SMILES string   NC(N)=O.NC(N)=O.NC(N)=O.NC(N)=O.NC(N)=O.CO.CO.CO.CO.CO.CO.CO


No. 2
12 unconnected molecules or ions with the total composition C12H48N14O12 in a non-equilibrium geometry, computed with ωB97M-V/def2-TZVPD.

Atoms and positions in Å:
O (0.910, 3.128, 0.314)
O (-0.176, -4.345, 4.937)
O (-1.455, 0.493, 4.696)
O (1.608, 2.336, -3.255)
O (0.661, -0.934, -0.698)
O (-0.215, -3.411, -3.442)
O (-2.479, 4.875, -4.569)
O (-3.589, -1.178, 1.809)
O (-3.440, 1.762, -0.612)
O (2.793, -3.589, 1.623)
O (3.655, 1.717, -1.642)
O (4.100, -0.081, 2.799)
N (-0.841, -2.915, 3.292)
N (3.473, -5.268, 0.301)
N (-5.817, -1.102, 2.149)
N (3.223, 1.491, 1.419)
N (-1.400, -0.278, -0.023)
N (-0.445, 0.764, -1.778)
N (-0.313, -5.659, -3.128)
N (-4.404, -0.293, 3.727)
N (2.293, -0.534, 1.462)
N (-0.752, -2.258, 5.472)
N (-1.098, 3.149, -4.123)
N (-0.293, 5.294, -4.149)
N (-0.469, -4.245, -1.353)
N (2.542, -3.406, -0.636)
C (-0.342, -4.362, -2.688)
C (1.053, 4.409, -0.309)
C (2.483, 2.740, -4.356)
C (2.973, -4.026, 0.503)
C (-0.892, 0.872, 3.452)
C (3.566, 0.330, -1.981)
C (-0.546, -3.224, 4.565)
C (3.293, 0.234, 1.948)
C (-4.541, -0.852, 2.514)
C (-3.753, 2.261, 0.688)
C (-0.323, -0.204, -0.831)
C (-1.348, 4.471, -4.291)
H (1.405, 5.042, 0.504)
H (0.198, 2.621, -0.089)
H (-6.108, -1.943, 1.684)
H (-1.863, 2.503, -4.168)
H (-1.376, -0.834, 0.811)
H (3.852, 2.156, 1.833)
H (2.922, 3.703, -4.098)
H (-0.569, -2.402, 6.447)
H (-0.125, -5.794, -4.105)
H (1.760, 2.842, -5.165)
H (1.742, 4.345, -1.151)
H (-0.607, -3.544, 2.546)
H (3.831, -5.802, 1.073)
H (2.414, 1.738, 0.876)
H (1.776, -0.257, 0.640)
H (-0.462, -3.314, -0.973)
H (2.308, -1.533, 1.608)
H (-6.570, -0.675, 2.662)
H (-3.767, 1.481, 1.448)
H (-1.372, 0.410, 2.593)
H (-0.994, -1.309, 5.203)
H (2.568, 0.134, -2.373)
H (0.330, 1.088, -2.335)
H (-2.205, 0.268, -0.295)
H (-5.209, -0.035, 4.267)
H (-0.153, 2.821, -3.991)
H (4.489, 1.733, -1.162)
H (3.617, -0.359, -1.134)
H (-0.849, 1.960, 3.376)
H (0.162, 0.577, 3.405)
H (3.226, 1.983, -4.593)
H (-0.313, -5.065, -0.796)
H (-1.378, 1.012, -2.058)
H (4.348, 0.112, -2.712)
H (-0.307, -6.454, -2.517)
H (0.570, 4.844, -3.898)
H (-3.495, -0.192, 4.150)
H (-2.979, 2.985, 0.952)
H (-0.448, 6.238, -4.449)
H (1.924, -2.612, -0.588)
H (-1.156, -1.990, 3.059)
H (3.948, -5.422, -0.575)
H (0.023, 4.635, -0.592)
H (2.951, -3.668, -1.515)
H (-1.083, 0.952, 5.453)
H (2.239, 2.218, -2.522)
H (-4.230, 1.811, -1.153)
H (-4.678, 2.832, 0.614)

SMILES string   NC(N)=O.NC(N)=O.NC(N)=O.NC(N)=O.NC(N)=O.NC(N)=O.NC(N)=O.CO.CO.CO.CO.CO


No. 3
12 unconnected molecules or ions with the total composition C12H48N20O12 in a non-equilibrium geometry, computed with ωB97M-V/def2-TZVPD.

Atoms and positions in Å:
O (-3.053, 0.359, 2.121)
O (0.833, -4.708, -3.106)
O (-0.321, 1.413, 4.647)
O (4.201, -1.691, -5.418)
O (-4.002, 2.571, -1.139)
O (3.958, 0.546, 2.365)
O (0.113, -3.301, 3.033)
O (-0.501, 0.966, -0.521)
O (2.330, 1.637, -2.648)
O (-5.965, -2.484, -1.173)
O (0.244, 4.585, 1.102)
O (2.756, -3.002, -0.216)
N (0.510, 3.987, 3.392)
N (3.291, -2.997, -2.512)
N (0.504, -4.248, 0.926)
N (-1.090, -0.594, 4.022)
N (1.371, 3.020, -1.053)
N (0.957, -0.692, -1.216)
N (1.162, -0.389, 4.968)
N (4.683, -1.889, -0.846)
N (-0.866, 2.721, 1.830)
N (-4.995, -0.400, -0.747)
N (-3.672, 4.721, -2.176)
N (-3.768, 1.769, 3.758)
N (-1.902, 3.066, -2.082)
N (2.525, -0.305, -4.786)
N (-1.522, -4.655, 2.150)
N (-4.488, 2.072, 1.545)
N (4.657, -0.105, -3.761)
N (-0.591, -0.963, 0.603)
N (-4.330, -2.258, 0.498)
N (3.533, 3.571, -2.082)
C (-0.052, -0.152, -0.334)
C (-0.249, -4.033, 2.113)
C (2.330, 2.673, -1.984)
C (3.795, -0.774, -4.686)
C (-5.156, -1.822, -0.572)
C (-3.702, 1.363, 2.434)
C (-0.390, -3.911, -3.071)
C (-0.040, 3.805, 2.035)
C (-3.230, 3.333, -1.763)
C (2.672, 0.747, 1.715)
C (-0.092, 0.207, 4.512)
C (3.498, -2.660, -1.160)
H (4.072, -2.866, -3.147)
H (2.527, -3.599, -2.808)
H (2.291, -0.246, 1.551)
H (-4.650, 4.899, -2.221)
H (-1.549, -5.459, 1.529)
H (1.827, 0.290, 5.313)
H (1.843, -0.878, -5.250)
H (0.648, 2.307, -0.894)
H (-0.995, -1.562, 3.759)
H (-4.514, -3.169, 0.928)
H (-0.653, -3.462, -4.061)
H (0.773, -5.166, -3.953)
H (1.520, 0.022, -1.674)
H (-1.313, -4.418, -2.752)
H (-2.055, -4.712, 2.990)
H (4.145, 3.531, -2.877)
H (1.040, 4.829, 3.470)
H (-0.306, -3.033, -2.452)
H (-4.424, 1.958, 0.543)
H (1.455, -1.278, 4.621)
H (0.443, 3.298, 4.124)
H (-1.846, -0.217, 3.442)
H (-3.834, -1.609, 1.128)
H (-1.438, -0.652, 1.047)
H (-1.126, 2.404, 0.887)
H (1.419, -1.506, -0.808)
H (5.601, -0.377, -3.715)
H (-3.185, 5.103, -2.962)
H (-4.193, 2.635, 4.014)
H (-4.103, -0.001, -0.471)
H (1.332, 3.848, -0.442)
H (-4.764, 2.990, 1.860)
H (-3.165, 1.372, 4.455)
H (1.864, 1.253, 2.305)
H (-1.294, 3.870, -2.067)
H (1.404, -3.825, 0.684)
H (0.288, -5.052, 0.352)
H (4.267, 1.376, 2.675)
H (4.819, -1.626, 0.101)
H (-0.330, -1.929, 0.734)
H (5.218, -1.396, -1.525)
H (2.151, 0.448, -4.216)
H (-5.337, -0.044, -1.640)
H (-0.865, 1.973, 2.531)
H (-1.504, 2.162, -1.750)
H (2.846, 1.265, 0.794)
H (3.405, 4.515, -1.723)
H (4.303, 0.631, -3.148)

SMILES string   NC(N)=O.NC(N)=O.NC(N)=O.NC(N)=O.NC(N)=O.NC(N)=O.NC(N)=O.NC(N)=O.NC(N)=O.NC(N)=O.CO.CO


Energy above the lowest of the compared OMol25 structures with the same formula, charge and spin (computed, kcal per mole): 211.4; 33.8; 0.0